Record 1
Computed, not measured: the ion HN2O3S with charge -1, with wB97M-V/def2-TZVPD.

```
7
HN2O3S | the OMol25 dataset | wB97M-V/def2-TZVPD
N -0.82 1.34 -0.66
N 0.23 -1.29 0.83
O -0.58 -2.13 0.69
O 1.09 -0.39 -0.67
O 0.95 1.24 1.11
S 0.19 0.40 0.19
H -1.05 0.82 -1.48
```

ΔE to the lowest compared entry with this formula, charge and spin (kcal/mol): 113.96
Total charge: -1
E_tot (hartree): -733.93453
Orbital gap (eV): 8.131
Largest force on an atom (eV/A): 3.7
LUMO (eV): 4.3
SMILES: N=[S@@](=O)([O-])N=O

Partial atomic charges computed with the natural (NBO) method, in multiples of e: atom 1 (N): -1.144, atom 2 (N): 0.008, atom 3 (O): -0.359, atom 4 (O): -0.942, atom 5 (O): -0.984, atom 6 (S): 2.088, atom 7 (H): 0.332

***

Record 2
Computed, not measured: a structure of composition C49H57BF3HgN7O2PS, with wB97M-V/def2-TZVPD.

```
122
C49H57BF3HgN7O2PS | the OMol25 dataset | wB97M-V/def2-TZVPD
Hg -0.54 0.21 -0.38
C 0.78 -2.93 -5.17
C 0.30 -3.02 -3.77
C -0.64 -3.87 -3.24
C -0.74 -3.50 -1.89
N 0.10 -2.51 -1.64
N 0.73 -2.21 -2.78
B 1.91 -1.22 -2.89
N 1.49 0.06 -3.63
N 0.67 0.96 -3.08
C 0.62 2.02 -3.88
C 1.43 1.79 -5.00
C 1.97 0.53 -4.80
C 2.87 -0.19 -5.75
C -0.15 3.29 -3.62
C -0.37 3.51 -2.12
C -1.51 3.22 -4.32
C 0.64 4.47 -4.19
N 2.49 -0.83 -1.52
N 2.49 0.44 -1.11
C 3.32 0.54 -0.08
C 3.88 -0.72 0.19
C 3.32 -1.56 -0.75
C 3.57 -3.01 -1.00
C 3.68 1.91 0.42
C 4.59 2.54 -0.65
C 4.43 1.89 1.76
C 2.42 2.75 0.57
C -1.57 -4.17 -0.83
C -1.64 -3.26 0.39
C -0.88 -5.49 -0.44
C -2.99 -4.44 -1.33
H 0.36 -3.74 -5.77
H 0.48 -1.97 -5.60
H 1.87 -2.98 -5.21
H -1.18 -4.64 -3.76
H 2.79 -1.77 -3.49
H 1.63 2.44 -5.83
H 3.60 0.49 -6.18
H 3.41 -0.99 -5.24
H 2.29 -0.63 -6.55
H -0.88 2.65 -1.69
H 0.59 3.63 -1.62
H -0.97 4.40 -1.95
H -2.13 2.45 -3.87
H -2.03 4.17 -4.23
H -1.39 2.99 -5.38
H 1.66 4.47 -3.82
H 0.65 4.43 -5.28
H 0.17 5.41 -3.90
H 4.58 -0.99 0.96
H 4.23 -3.41 -0.25
H 2.63 -3.57 -1.00
H 4.03 -3.14 -1.99
H 5.53 1.99 -0.72
H 4.09 2.50 -1.61
H 4.82 3.58 -0.41
H 5.31 1.26 1.70
H 4.75 2.90 2.02
H 3.79 1.51 2.54
H 1.82 2.66 -0.33
H 1.81 2.39 1.40
H 2.66 3.80 0.75
H -0.63 -2.98 0.66
H -2.19 -2.35 0.14
H -2.14 -3.75 1.22
H 0.12 -5.28 -0.06
H -1.46 -6.00 0.33
H -0.79 -6.14 -1.30
H -3.45 -3.50 -1.63
H -2.99 -5.11 -2.18
H -3.59 -4.88 -0.54
F -5.99 2.28 -2.20
C -6.44 1.09 -1.78
F -6.45 0.28 -2.88
F -7.77 1.30 -1.55
C -5.75 0.48 -0.61
C -6.48 0.09 0.49
C -5.85 -0.54 1.55
C -4.48 -0.77 1.44
N -3.77 -0.40 0.40
C -4.34 0.23 -0.63
S -3.38 0.66 -1.94
H -7.55 0.28 0.54
H -6.40 -0.86 2.42
H -3.95 -1.30 2.21
O -3.11 3.43 2.36
C -2.27 2.59 2.61
O -1.02 2.65 2.33
C -2.62 1.35 3.39
C -3.88 1.14 3.93
C -4.10 0.00 4.69
C -3.06 -0.91 4.89
C -1.81 -0.69 4.34
C -1.58 0.44 3.57
P 0.00 0.94 2.81
C 1.02 -0.61 3.16
C 0.53 -1.82 2.68
C 1.31 -2.96 2.66
C 2.63 -2.90 3.07
C 3.15 -1.69 3.52
C 2.35 -0.57 3.57
C 0.65 1.89 4.26
C 1.05 3.21 4.13
C 1.58 3.90 5.21
C 1.71 3.27 6.43
C 1.30 1.96 6.58
C 0.77 1.27 5.50
H -4.65 1.87 3.75
H -5.06 -0.20 5.13
H -3.23 -1.80 5.48
H -1.02 -1.41 4.51
H -0.49 -1.84 2.32
H 0.89 -3.90 2.33
H 3.26 -3.77 3.03
H 4.18 -1.63 3.83
H 2.76 0.36 3.94
H 0.93 3.69 3.17
H 1.90 4.93 5.09
H 2.15 3.79 7.28
H 1.40 1.46 7.54
H 0.45 0.24 5.63
```

ΔE to the lowest compared entry with this formula, charge and spin (kcal/mol): 12.82
Total charge: -2
Spin multiplicity: 2
Expectation value of S²: 0.758
E_tot (hartree): -3652.79071
Orbital gap (spin up / spin down) (eV): 5.994 / 5.545
Largest force on an atom (eV/A): 1.2
LUMO (spin up / spin down) (eV): 4.2 / 3.3

Löwdin population analysis, charges in e, atoms 1 to 99: atom 1 (Hg): 0.843, atom 2 (C): -0.029, atom 3 (C): -0.279, atom 4 (C): 0.012, atom 5 (C): -0.273, atom 6 (N): 0.105, atom 7 (N): 0.018, atom 8 (B): -0.549, atom 9 (N): 0.018, atom 10 (N): 0.112, atom 11 (C): -0.260, atom 12 (C): 0.001, atom 13 (C): -0.283, atom 14 (C): -0.047, atom 15 (C): -0.545, atom 16 (C): -0.055, atom 17 (C): -0.046, atom 18 (C): -0.067, atom 19 (N): 0.009, atom 20 (N): 0.096, atom 21 (C): -0.271, atom 22 (C): 0.018, atom 23 (C): -0.283, atom 24 (C): -0.028, atom 25 (C): -0.538, atom 26 (C): -0.051, atom 27 (C): -0.047, atom 28 (C): -0.052, atom 29 (C): -0.551, atom 30 (C): -0.080, atom 31 (C): -0.050, atom 32 (C): -0.047, atom 33 (H): 0.074, atom 34 (H): 0.079, atom 35 (H): 0.066, atom 36 (H): 0.096, atom 37 (H): 0.106, atom 38 (H): 0.094, atom 39 (H): 0.072, atom 40 (H): 0.049, atom 41 (H): 0.069, atom 42 (H): 0.011, atom 43 (H): 0.064, atom 44 (H): 0.088, atom 45 (H): 0.039, atom 46 (H): 0.079, atom 47 (H): 0.078, atom 48 (H): 0.083, atom 49 (H): 0.066, atom 50 (H): 0.075, atom 51 (H): 0.091, atom 52 (H): 0.070, atom 53 (H): 0.068, atom 54 (H): 0.070, atom 55 (H): 0.077, atom 56 (H): 0.077, atom 57 (H): 0.071, atom 58 (H): 0.074, atom 59 (H): 0.080, atom 60 (H): 0.054, atom 61 (H): 0.045, atom 62 (H): 0.032, atom 63 (H): 0.086, atom 64 (H): 0.034, atom 65 (H): 0.047, atom 66 (H): 0.091, atom 67 (H): 0.075, atom 68 (H): 0.074, atom 69 (H): 0.073, atom 70 (H): 0.090, atom 71 (H): 0.068, atom 72 (H): 0.079, atom 73 (F): 0.110, atom 74 (C): -0.607, atom 75 (F): 0.097, atom 76 (F): 0.078, atom 77 (C): -0.152, atom 78 (C): -0.034, atom 79 (C): -0.086, atom 80 (C): -0.173, atom 81 (N): 0.020, atom 82 (C): -0.778, atom 83 (S): 0.550, atom 84 (H): 0.108, atom 85 (H): 0.085, atom 86 (H): 0.096, atom 87 (O): 0.032, atom 88 (C): -0.621, atom 89 (O): -0.189, atom 90 (C): -0.139, atom 91 (C): -0.034, atom 92 (C): -0.111, atom 93 (C): -0.103, atom 94 (C): -0.096, atom 95 (C): -0.255, atom 96 (P): 1.015, atom 97 (C): -0.353, atom 98 (C): -0.148, atom 99 (C): -0.090

***

Record 3
Computed, not measured: the molecule C6H11N, with wB97M-V/def2-TZVPD.

```
18
C6H11N | the OMol25 dataset | wB97M-V/def2-TZVPD
C -1.73 1.03 -0.77
N -2.42 -0.57 1.59
C -1.16 -0.58 1.02
C -0.75 0.13 -0.03
C 0.61 0.14 -0.59
C 1.71 -0.36 0.01
C 3.03 -0.37 -0.66
H -1.31 1.47 -1.67
H -2.67 0.51 -1.02
H -2.10 1.87 -0.17
H -2.43 -0.83 2.56
H -2.92 0.27 1.40
H -0.43 -1.26 1.44
H 0.72 0.58 -1.57
H 1.65 -0.82 0.99
H 2.99 0.22 -1.58
H 3.84 -0.08 0.01
H 3.39 -1.36 -0.95
```

ΔE to the lowest compared entry with this formula, charge and spin (kcal/mol): 24.65
E_tot (hartree): -289.93240
Orbital gap (eV): 8.363
Largest force on an atom (eV/A): 1.5
LUMO (eV): 1.0
SMILES: C/C=C/C(C)=C/N

Partial atomic charges computed with the natural (NBO) method, in multiples of e: atom 1 (C): -0.641, atom 2 (N): -0.805, atom 3 (C): 0.026, atom 4 (C): -0.143, atom 5 (C): -0.199, atom 6 (C): -0.181, atom 7 (C): -0.638, atom 8 (H): 0.218, atom 9 (H): 0.212, atom 10 (H): 0.203, atom 11 (H): 0.380, atom 12 (H): 0.374, atom 13 (H): 0.184, atom 14 (H): 0.192, atom 15 (H): 0.186, atom 16 (H): 0.210, atom 17 (H): 0.211, atom 18 (H): 0.211

***

Record 4
Computed, not measured: a structure of composition C33H27CrFNO2S3SeTe, with wB97M-V/def2-TZVPD.

```
70
C33H27CrFNO2S3SeTe | the OMol25 dataset | wB97M-V/def2-TZVPD
Cr 0.27 -0.67 -1.16
Se 0.09 -1.95 1.14
C 0.35 -0.98 2.76
C -0.72 -0.62 3.59
C -0.47 0.00 4.80
N 0.74 0.30 5.27
C 1.76 -0.03 4.47
C 1.62 -0.65 3.24
H -1.73 -0.85 3.29
H -1.31 0.26 5.45
H 2.75 0.23 4.83
H 2.49 -0.87 2.64
Te -0.31 -3.12 -2.20
C -1.86 -4.14 -1.19
C -1.93 -5.53 -1.22
C -2.97 -6.21 -0.60
C -3.97 -5.52 0.07
C -3.91 -4.13 0.12
C -2.87 -3.45 -0.51
H -1.15 -6.09 -1.73
H -3.00 -7.30 -0.64
H -4.78 -6.05 0.55
H -4.67 -3.56 0.65
H -2.82 -2.37 -0.45
C 0.30 -0.11 -4.37
C 0.74 -0.41 -2.97
O 1.88 -0.81 -2.69
H 1.06 -0.43 -5.09
H 0.13 0.96 -4.47
H -0.64 -0.63 -4.55
O 1.41 0.65 -0.19
C 2.29 1.66 -0.10
C 2.10 2.79 -1.14
C 1.97 4.13 -0.93
C 1.84 4.88 -2.13
C 1.89 4.09 -3.24
S 2.09 2.44 -2.82
C 3.73 1.13 -0.24
C 4.89 1.78 -0.55
C 6.02 0.92 -0.48
C 5.68 -0.35 -0.11
S 3.99 -0.51 0.13
C 2.14 2.32 1.28
C 0.97 2.42 1.97
C 1.10 3.12 3.20
C 2.38 3.53 3.44
S 3.42 3.05 2.17
H 1.95 4.57 0.06
H 1.72 5.96 -2.17
H 1.80 4.38 -4.27
H 4.92 2.82 -0.84
H 7.04 1.23 -0.71
H 6.33 -1.20 -0.01
H 0.05 1.98 1.60
H 0.29 3.27 3.90
H 2.77 4.03 4.30
F -6.50 -1.19 -0.19
C -5.24 -0.71 -0.45
C -4.41 -0.41 0.61
C -3.14 0.06 0.34
C -2.67 0.25 -0.97
C -1.30 0.73 -1.23
C -3.56 -0.07 -2.00
C -4.84 -0.55 -1.76
H -4.76 -0.57 1.62
H -2.46 0.27 1.16
H -0.94 1.42 -0.47
H -1.24 1.23 -2.21
H -3.22 0.04 -3.03
H -5.51 -0.81 -2.56
```

ΔE to the lowest compared entry with this formula, charge and spin (kcal/mol): 8.99
Total charge: -2
Spin multiplicity: 2
Expectation value of S²: 0.778
E_tot (hartree): -6487.27644
Orbital gap (spin up / spin down) (eV): 5.301 / 5.321
Largest force on an atom (eV/A): 0.7
LUMO (spin up / spin down) (eV): 4.1 / 4.1

Partial atomic charges computed with the natural (NBO) method, in multiples of e: atom 1 (Cr): 0.815, atom 2 (Se): -0.250, atom 3 (C): -0.112, atom 4 (C): -0.312, atom 5 (C): 0.012, atom 6 (N): -0.487, atom 7 (C): 0.024, atom 8 (C): -0.297, atom 9 (H): 0.213, atom 10 (H): 0.166, atom 11 (H): 0.174, atom 12 (H): 0.226, atom 13 (Te): -0.121, atom 14 (C): -0.234, atom 15 (C): -0.256, atom 16 (C): -0.236, atom 17 (C): -0.248, atom 18 (C): -0.240, atom 19 (C): -0.158, atom 20 (H): 0.202, atom 21 (H): 0.186, atom 22 (H): 0.186, atom 23 (H): 0.201, atom 24 (H): 0.209, atom 25 (C): -0.739, atom 26 (C): 0.365, atom 27 (O): -0.655, atom 28 (H): 0.210, atom 29 (H): 0.225, atom 30 (H): 0.239, atom 31 (O): -0.837, atom 32 (C): 0.103, atom 33 (C): -0.182, atom 34 (C): -0.279, atom 35 (C): -0.272, atom 36 (C): -0.450, atom 37 (S): 0.485, atom 38 (C): -0.189, atom 39 (C): -0.288, atom 40 (C): -0.276, atom 41 (C): -0.451, atom 42 (S): 0.544, atom 43 (C): -0.071, atom 44 (C): -0.288, atom 45 (C): -0.237, atom 46 (C): -0.462, atom 47 (S): 0.406, atom 48 (H): 0.229, atom 49 (H): 0.202, atom 50 (H): 0.218, atom 51 (H): 0.221, atom 52 (H): 0.199, atom 53 (H): 0.218, atom 54 (H): 0.238, atom 55 (H): 0.216, atom 56 (H): 0.218, atom 57 (F): -0.359, atom 58 (C): 0.350, atom 59 (C): -0.310, atom 60 (C): -0.142, atom 61 (C): -0.024, atom 62 (C): -0.783, atom 63 (C): -0.199, atom 64 (C): -0.291, atom 65 (H): 0.214, atom 66 (H): 0.211, atom 67 (H): 0.201, atom 68 (H): 0.197, atom 69 (H): 0.205, atom 70 (H): 0.211

***

> What is the E_tot in the first record?

-733.93453 hartree

***

> Which value of largest force on an atom does entry 2 give?

1.2 eV/A

***

> E_tot of number 1 (HN2O3S)?

-733.93453 hartree